# 1
The following is a quantum chemistry calculation of 2 unconnected molecules or ions with the total composition C4H14N2O in a non-equilibrium geometry, from the OMol25 dataset.

CARTESIAN COORDINATES (ANGSTROEM)
1 C -1.629253 2.012614 0.867545
2 N -0.864351 1.723450 -0.357380
3 C -0.017664 0.515017 -0.286946
4 C 1.263343 0.730206 0.524222
5 C -0.784549 -0.706792 0.236662
6 N -0.042097 -1.924638 -0.168214
7 H -1.048529 2.060549 1.793081
8 H -2.229466 2.898347 0.670150
9 H -2.361292 1.209220 0.994300
10 H -0.270107 2.527741 -0.522904
11 H 0.235778 0.319170 -1.331062
12 H 1.038827 1.056101 1.542259
13 H 1.909387 1.496439 0.093009
14 H 1.831288 -0.202125 0.537971
15 H -0.845763 -0.660006 1.323338
16 H -1.747094 -0.675825 -0.272676
17 H -0.712342 -2.640977 -0.432775
18 H 0.411512 -2.350097 0.634764
19 O 1.849089 -2.462768 -2.302690
20 H 2.698290 -2.774229 -1.993435
21 H 1.314989 -2.151391 -1.549217

Force components x, y, z for each atom (eV/Å):
-0.4065 -0.7688 -0.7389
-0.2141 -0.0591 0.7933
0.1762 0.7131 0.0382
-0.0117 -0.0867 -0.1987
0.8845 0.3748 -0.7810
-0.4573 -0.4713 0.3204
0.0497 0.3476 0.0240
0.2303 0.2481 0.3530
0.0430 0.0605 0.1119
0.0803 -0.1207 -0.2407
0.1774 -0.2789 0.0890
-0.0360 -0.2092 0.0691
-0.0636 -0.0127 -0.1701
0.0980 0.0627 0.1972
-0.4991 0.0811 0.0186
-0.2147 -0.2456 0.3809
0.0467 0.1000 -0.2396
0.1314 0.2565 0.0289
-0.2193 0.0819 -0.4595
0.0678 0.0308 0.2932
0.1371 -0.1044 0.1107

Results
Orbital gap ... 9.67 eV
SMILES ... CN[C@@H](C)CN.O
LUMO ... 0.82 eV
HOMO level ... -0.325 Eh

# 2
The following is a quantum chemistry calculation of a molecular structure, C20H34F4N4PdSi2, from the OMol25 dataset.

CARTESIAN COORDINATES (ANGSTROEM)
1 Pd -0.195945 -0.243529 0.320099
2 C -0.971088 -1.736077 3.389441
3 N -2.215071 -1.419887 2.735280
4 C -3.248272 -1.067070 3.666469
5 C -2.677438 -2.430585 1.808652
6 C -1.686051 -2.978113 0.786755
7 N -1.291276 -2.022257 -0.227082
8 C -0.993829 -2.526825 -1.428618
9 C -1.178144 -1.740594 -2.612852
10 F -1.704724 -0.510701 -2.496028
11 C -0.907912 -2.205198 -3.870058
12 F -1.154418 -1.397260 -4.932935
13 C -0.443872 -3.494289 -4.124453
14 C -0.269969 -4.282311 -3.007489
15 F 0.215804 -5.545845 -3.163289
16 C -0.529766 -3.842565 -1.727398
17 F -0.187423 -4.692353 -0.715090
18 H -1.031827 -2.664390 3.997199
19 H -0.693643 -0.909691 4.047742
20 H -0.180210 -1.829656 2.646878
21 H -3.539988 -1.914183 4.325731
22 H -4.139426 -0.737986 3.126098
23 H -2.915063 -0.241560 4.298942
24 H -3.528792 -2.011153 1.261361
25 H -3.053632 -3.312073 2.378662
26 H -2.237701 -3.805892 0.312339
27 H -0.843300 -3.449081 1.311698
28 H -0.236646 -3.845757 -5.122776
29 C -0.463181 4.201043 1.483168
30 Si -0.672132 2.371881 0.861756
31 C -1.100577 2.753133 -0.954039
32 C -2.324288 1.939149 1.702939
33 C 0.763539 1.416426 1.394349
34 Si 2.326524 0.551155 1.094064
35 C 3.778951 1.614702 1.822698
36 C 3.068402 0.201592 -0.622536
37 C 2.600195 -1.064467 2.067852
38 H -1.299108 4.847753 1.183849
39 H 0.463017 4.625052 1.080070
40 H -0.385421 4.231664 2.576205
41 H -2.065293 3.274637 -0.958415
42 H -1.181035 1.862137 -1.577565
43 H -0.375287 3.435833 -1.407080
44 H -3.100586 2.650604 1.394538
45 H -2.225758 1.999487 2.793450
46 H -2.627856 0.922984 1.451681
47 H 0.575919 1.243322 2.470915
48 H 3.787972 2.601932 1.348159
49 H 4.762251 1.149510 1.672268
50 H 3.639487 1.773948 2.898309
51 H 3.405576 1.115810 -1.119669
52 H 2.380701 -0.322658 -1.287047
53 H 3.959138 -0.420604 -0.473294
54 H 2.250260 -0.963804 3.100986
55 H 3.668439 -1.313329 2.095313
56 H 2.052872 -1.889940 1.607708
57 N 2.069080 3.124681 -3.222641
58 C 2.160507 3.027895 -4.595246
59 C 1.596847 1.821753 -4.895251
60 N 1.166570 1.183166 -3.757618
61 C 1.467133 1.994378 -2.774089
62 H 2.375338 3.885487 -2.644546
63 H 2.600321 3.800007 -5.202103
64 H 1.471468 1.374067 -5.868477
65 H 1.269636 1.836498 -1.725942

Force components x, y, z for each atom (eV/Å):
-0.0526 -0.0340 0.6499
0.0007 0.0095 0.0253
0.0445 0.0254 -0.0540
0.0054 0.0291 -0.0165
-0.0633 -0.0130 -0.0309
0.0794 -0.0163 -0.0701
-0.1681 -0.0430 -0.3413
-0.0389 0.0074 0.0402
-0.0134 0.0277 -0.0046
0.0476 -0.0021 0.0308
-0.0114 0.0216 -0.0710
-0.0001 -0.0266 0.0330
-0.0229 0.0282 0.0307
0.0110 0.0068 0.0207
-0.0044 -0.0048 -0.0070
0.0436 -0.0126 -0.0044
-0.0093 0.0098 0.0244
-0.0019 -0.0002 -0.0088
-0.0040 -0.0067 -0.0003
0.0228 -0.0010 -0.0052
-0.0072 -0.0001 -0.0014
-0.0007 -0.0076 0.0079
0.0008 -0.0016 0.0006
0.0026 -0.0008 0.0132
0.0017 -0.0113 -0.0037
0.0642 -0.0509 0.0287
0.0158 0.0571 0.0356
0.0039 0.0010 0.0003
-0.0561 0.0038 0.0260
0.0330 0.4402 -0.0686
0.0245 -0.0303 -0.0114
0.0525 -0.0072 0.0428
-0.0027 -0.4982 -0.2554
0.1585 0.2655 -0.0372
0.0126 -0.0377 0.0333
-0.0236 0.0341 -0.0256
-0.0633 0.0204 0.0528
0.0054 0.0022 0.0155
-0.0016 0.0004 -0.0126
0.0147 -0.0093 -0.0051
-0.0082 -0.0208 0.0216
-0.0119 0.0016 -0.0039
0.0083 0.0139 -0.0068
0.0039 0.0076 0.0148
0.0125 -0.0195 -0.0046
-0.0309 -0.0146 -0.0117
-0.0049 -0.0091 0.0111
-0.0031 -0.0030 -0.0095
-0.0008 0.0059 0.0116
-0.0117 0.0046 -0.0055
0.0074 0.0125 -0.0087
0.0082 -0.0106 -0.0047
-0.0190 -0.0167 0.0250
-0.0132 0.0047 -0.0071
0.0028 -0.0019 0.0084
0.0047 -0.0018 -0.0085
0.0336 0.0270 -0.0957
-0.0252 -0.0261 0.0789
0.0093 0.0160 -0.0317
0.1376 0.1805 -0.0037
-0.1261 -0.1450 -0.0564
-0.0077 -0.0027 0.0135
0.0006 -0.0005 0.0000
0.0020 0.0024 0.0022
-0.0678 -0.1790 -0.0051

Results
Total charge ... -2
Orbital gap ... 4.62 eV
LUMO ... 4.82 eV
HOMO level ... 0.008 Eh

# 3
The following is a quantum chemistry calculation of 2 unconnected molecules or ions with the total composition C2H9ClN2Si in a non-equilibrium geometry, from the OMol25 dataset.

CARTESIAN COORDINATES (ANGSTROEM)
1 C -1.022021 2.462744 0.197116
2 C 1.975833 -2.135772 0.303707
3 N -1.644310 1.167829 0.333783
4 N 1.812733 -0.793106 -0.152941
5 Si -1.179191 -0.195764 -0.578781
6 Cl -2.269537 -1.765540 0.004395
7 H -0.760483 2.627769 -0.845860
8 H -1.713334 3.247000 0.515143
9 H -0.107644 2.539317 0.790658
10 H 1.629652 -2.204159 1.336143
11 H 1.458532 -2.902328 -0.293982
12 H 3.045737 -2.395916 0.290157
13 H -2.037418 1.025491 1.255260
14 H 2.012191 -0.751152 -1.152960
15 H -1.200738 0.073589 -2.001832

Force components x, y, z for each atom (eV/Å):
0.2325 0.3231 0.0445
-0.1614 -0.5115 0.0732
-0.3538 -0.5391 0.1216
-1.1249 1.0020 -0.2915
2.0924 0.5517 0.7226
-0.6209 -0.7851 0.1882
0.0144 0.1391 -0.0734
0.0740 -0.0154 -0.1268
0.0256 0.0826 -0.0358
0.0458 -0.1359 -0.0060
0.0710 0.0603 0.0985
-0.0281 -0.0042 0.0292
0.0421 -0.1847 -0.1555
-0.0775 -0.1071 -0.0293
-0.2313 0.1241 -0.5595

Results
Orbital gap (spin up / spin down) ... 8.91 / 7.02 eV
LUMO (spin up / spin down) ... 0.14 / 0.17 eV
HOMO level (spin up / spin down) ... -0.322 / -0.252 Eh